Model A:
# C12H25N3O3

The molecule C12H25N3O3 (wB97M-V/def2-TZVPD, the OMol25 dataset).

As for the SMILES: CC[C@H](C)[C@H](N)C(=O)N[C@@H](CCCCN)C(=O)O.

Structure (ORCA input):
```
! wB97M-V def2-TZVPD RIJCOSX def2/J DEFGRID3
* xyz 0 1
H 2.24178 0.88346 -0.93629
H -0.64423 -3.01412 -0.03111
H 2.32746 -0.77757 -1.12282
C 0.04097 1.74952 2.46598
H 0.64049 -2.05615 3.65786
H -3.85830 2.53184 0.00708
H -1.35461 2.58369 -1.62466
H 1.39040 -2.57506 -2.34772
H -0.01815 -0.38088 1.98228
O -2.98384 2.43955 -0.37782
H -0.59585 0.38428 0.13556
O -2.87649 1.13708 1.41325
C 0.38156 -2.87372 -0.45198
H -0.92267 -0.88232 -1.42728
H -0.10675 -1.19280 -4.37160
O 0.12724 2.09067 -3.41480
C 0.64291 0.37476 2.54157
H 1.03477 2.25318 0.62070
C 0.13696 1.43646 -2.36343
H -0.98630 1.67996 2.88113
C -0.20049 -1.08493 -2.22441
H 0.71312 2.41019 3.06775
C -0.88461 -1.14832 -3.58803
C 0.85631 0.07353 -2.20411
N 1.71400 0.01856 -0.99558
H 2.18849 -1.54449 3.64114
N 1.32215 -1.48875 4.11581
C 0.78860 -0.15577 3.99129
C -0.00659 2.23215 1.02696
H -0.23219 -0.15301 4.38394
N -0.68550 1.85425 -1.32893
H -0.16103 -3.18626 -2.49598
H -0.38909 3.27481 0.93314
H 1.58176 0.31102 2.01656
H 1.44798 0.00280 -3.15587
H 0.82453 -3.88822 -0.26874
H -1.48329 -2.06276 -3.72294
H 1.45426 0.53724 4.58032
H 0.91051 -2.11436 0.23055
C -0.85384 1.45117 0.01888
H -1.60218 -0.35221 -3.81292
C -2.31601 1.67804 0.46611
C 0.39576 -2.45653 -1.91083
*
```

---

Model B:
# C12H25N3O3

The molecule C12H25N3O3 (wB97M-V/def2-TZVPD, the OMol25 dataset).

As for the SMILES: CC(C)C[C@H](N)C(=O)N[C@@H](CCCCN)C(=O)O.

Structure (ORCA input):
```
! wB97M-V def2-TZVPD RIJCOSX def2/J DEFGRID3
* xyz 0 1
C -1.49010 -1.51771 0.39632
H 2.56839 2.27004 -1.05228
C 0.37477 2.55016 0.77130
H 5.34312 -1.30221 1.54666
H 4.52597 -1.86953 -0.69873
H -3.78346 0.57651 -2.46847
O -0.63195 2.73927 -0.05510
H -1.62492 -2.44181 2.26357
O -0.94991 0.56641 -1.03539
H 3.40448 0.30677 -2.24891
C 2.82488 0.17386 -1.28799
C 3.84165 0.09829 -0.16120
H 3.50645 -0.15751 0.90198
N 5.86257 -1.07320 0.64826
C -2.91128 -1.37574 -0.30513
C -4.39511 -0.08535 1.06632
O 0.61404 3.10808 1.80684
C 1.94193 1.39409 -0.97990
H 2.08282 -0.65842 -1.41312
H -0.96109 -2.41498 0.01658
C -4.50346 0.37487 -1.56080
H 5.55230 -0.64759 -1.29967
N 0.36351 0.07041 0.71226
H 6.51791 -1.81704 0.52407
H -3.79551 -0.38892 1.89143
H -4.85079 0.85495 1.29679
H -3.51819 -2.11424 0.11743
H -5.23847 -0.71291 0.83740
H -2.95998 0.82229 -0.20633
C -3.66173 -0.01284 -0.26175
C 1.26824 1.25044 0.42883
C 4.90768 -0.88559 -0.44390
C -0.71430 -0.15383 -0.09998
H -2.12099 -0.89141 2.25724
H 1.97447 1.32031 1.25648
H 0.41191 -0.17734 1.68531
H -5.34288 -0.37179 -1.79018
H -0.79814 1.92873 -0.64082
H 4.24841 1.16279 0.06509
H -2.72576 -1.79295 -1.35094
H -4.91695 1.35811 -1.27327
H 1.09154 1.46928 -1.73292
N -1.33210 -1.53277 1.87657
*
```

---

Ordering by calculated energy gives the sequence model A, model B, with the first entry being the most stable.